(1)
Below is a cluster of 4 separate species, C23H49BNO12P in total, with properties calculated with ωB97M-V with the def2-TZVPD basis set.

```
87
Properties=species:S:1:pos:R:3:mulliken_charge:R:1
C 0.732 1.884 0.321 -1.14
C 0.036 1.405 -0.962 -0.55
C 0.986 0.953 -2.072 1.10
C 2.046 2.036 -2.370 -1.73
C 1.726 -0.348 -1.816 0.01
O 2.465 -0.841 -2.618 -0.61
O 1.563 -0.915 -0.580 -0.24
C 0.522 -1.921 -0.517 0.73
B 0.792 -3.168 -1.466 1.02
O 1.856 -3.986 -1.156 -0.72
N -0.138 -3.467 -2.518 0.15
C 0.046 -4.732 -3.225 -1.32
C -0.433 -2.372 -3.452 -1.05
P 0.462 -2.376 1.306 -0.14
C -0.388 -4.024 1.286 -1.10
C 2.244 -2.802 1.606 -0.40
C 2.724 -2.181 2.918 -1.13
H 1.732 1.467 0.427 0.29
H 0.160 1.592 1.201 0.40
H 0.816 2.972 0.347 0.11
H -0.683 0.621 -0.718 -0.05
H -0.557 2.224 -1.378 0.66
H 0.419 0.796 -2.996 0.34
H 2.891 1.964 -1.686 0.37
H 1.602 3.026 -2.267 0.32
H 2.431 1.924 -3.381 0.42
H -0.453 -1.471 -0.727 -0.64
H 2.306 -4.357 -1.921 0.30
H 0.454 -5.483 -2.552 0.39
H -0.918 -5.092 -3.594 0.32
H 0.702 -4.628 -4.098 0.39
H -0.962 -1.559 -2.955 0.13
H 0.470 -1.970 -3.920 0.35
H -1.091 -2.737 -4.243 0.44
H -1.237 -3.990 1.968 0.38
H 0.300 -4.793 1.637 0.35
H -0.750 -4.329 0.301 0.28
H 2.827 -2.435 0.765 0.30
H 2.328 -3.889 1.641 0.42
H 2.501 -1.113 2.940 0.28
H 2.214 -2.626 3.775 0.18
H 3.800 -2.312 3.046 0.41
C -7.758 -2.210 -3.139 -1.09
C -7.093 -0.953 -2.626 -0.18
O -6.212 -1.227 -1.519 -0.40
C -5.028 -1.741 -1.846 0.73
O -4.626 -1.946 -2.964 -0.57
O -4.345 -1.966 -0.724 -0.41
C -3.055 -2.549 -0.933 -0.01
H -8.284 -2.719 -2.331 0.30
H -8.482 -1.952 -3.914 0.35
H -7.025 -2.892 -3.566 0.31
H -7.825 -0.261 -2.216 0.29
H -6.532 -0.447 -3.411 0.32
H -2.476 -1.959 -1.635 -0.13
H -3.150 -3.567 -1.309 0.30
H -2.573 -2.561 0.041 0.18
C 4.751 8.268 -3.554 -1.09
C 4.185 7.001 -4.155 -0.22
O 3.515 6.193 -3.168 -0.34
C 2.293 6.601 -2.832 0.78
O 1.700 7.540 -3.297 -0.57
O 1.826 5.778 -1.891 -0.29
C 0.525 6.117 -1.398 -0.65
H 5.413 8.030 -2.721 0.29
H 5.325 8.807 -4.309 0.36
H 3.955 8.919 -3.197 0.31
H 4.977 6.356 -4.531 0.29
H 3.492 7.217 -4.968 0.32
H -0.184 6.215 -2.218 0.33
H 0.562 7.049 -0.837 0.36
H 0.240 5.297 -0.744 0.11
C 0.535 1.034 8.649 -1.09
C 0.082 0.925 7.211 -0.22
O 0.657 -0.220 6.553 -0.34
C 0.086 -1.388 6.839 0.74
O -0.865 -1.560 7.558 -0.57
O 0.742 -2.344 6.181 -0.24
C 0.263 -3.670 6.422 -0.72
H 1.624 1.050 8.705 0.29
H 0.153 1.958 9.085 0.36
H 0.165 0.196 9.238 0.31
H 0.433 1.771 6.623 0.29
H -1.003 0.871 7.135 0.32
H -0.808 -3.731 6.237 0.34
H 0.472 -3.969 7.448 0.31
H 0.805 -4.305 5.729 0.20
```

* charge: 0
* highest occupied orbital energy: -8.12 eV
* gap between HOMO and LUMO: 8.720 eV


(2)
Below is a structure of composition C23H49F3N6O9V, with properties calculated with ωB97M-V with the def2-TZVPD basis set.

```
91
Properties=species:S:1:pos:R:3:mulliken_charge:R:1
O 7.059 -0.560 -8.311 -0.09
V 8.669 -0.848 -8.405 1.72
C 12.016 -1.811 -7.834 -0.27
O 11.770 -2.694 -6.722 -0.30
O 10.775 -1.311 -8.252 -0.36
C 13.122 -0.826 -7.377 0.77
F 13.281 0.239 -8.159 -0.27
F 12.977 -0.235 -6.237 -0.26
F 14.238 -1.548 -7.205 -0.27
C 12.206 -4.094 -6.908 0.02
C 12.170 -4.678 -5.485 -1.20
H 11.145 -4.571 -5.130 0.13
H 12.597 -5.680 -5.446 0.42
H 12.753 -4.175 -4.714 0.31
H 13.287 -4.112 -7.048 0.36
H 11.711 -4.640 -7.710 0.07
H 12.421 -2.344 -8.694 0.35
C 2.568 -2.583 -4.375 -1.61
C 2.787 -1.105 -4.121 1.49
C 4.062 -1.067 -3.195 -1.32
C 4.797 0.196 -3.020 -1.05
C 5.096 0.817 -4.386 -0.57
C 3.977 0.914 -5.423 1.88
N 3.164 -0.335 -5.425 0.49
O 2.191 -0.413 -6.501 -0.53
C 3.160 2.144 -5.135 -1.75
C 4.767 1.061 -6.755 -1.56
C 1.482 -0.526 -3.441 -1.64
H 1.707 -2.585 -5.043 0.45
H 2.337 -3.072 -3.428 0.42
H 3.375 -3.176 -4.805 0.20
H 3.636 -1.371 -2.238 0.52
H 4.749 -1.877 -3.438 0.34
H 5.616 0.194 -2.300 0.44
H 4.064 0.812 -2.498 0.38
H 6.072 0.473 -4.727 -0.45
H 5.485 1.824 -4.232 0.56
H 3.758 3.047 -5.013 0.38
H 2.491 2.261 -5.988 0.42
H 2.543 2.020 -4.245 0.29
H 5.415 0.190 -6.846 0.22
H 4.075 1.114 -7.595 0.47
H 5.427 1.928 -6.759 0.31
H 1.465 0.463 -2.981 0.31
H 1.029 -1.210 -2.723 0.47
H 0.652 -0.582 -4.145 0.43
O 8.920 -0.601 -10.603 -0.84
C 9.017 -0.522 -11.835 0.81
N 9.732 -1.351 -12.522 -0.34
C 8.077 0.314 -12.670 -1.41
H 10.421 -1.852 -11.980 0.26
H 9.736 -1.299 -13.531 0.22
H 7.042 0.346 -12.329 0.29
H 8.053 -0.036 -13.702 0.49
H 8.607 1.254 -12.825 0.37
O 8.425 -2.939 -9.559 -0.49
C 8.659 -4.065 -9.951 0.62
N 7.771 -5.075 -10.020 -0.40
C 10.013 -4.393 -10.486 -0.89
H 8.002 -5.891 -10.568 0.23
H 6.870 -4.661 -9.830 0.35
H 9.977 -5.108 -11.308 0.49
H 10.472 -4.773 -9.573 0.19
H 10.454 -3.484 -10.895 -0.13
O 8.254 -2.694 -6.770 -0.19
C 7.792 -3.457 -5.952 0.67
N 8.325 -3.472 -4.760 -0.24
C 6.608 -4.397 -6.252 -1.16
H 9.136 -2.899 -4.578 -0.06
H 7.825 -3.920 -4.005 0.21
H 6.467 -5.146 -5.472 0.45
H 6.688 -4.896 -7.217 0.18
H 5.699 -3.798 -6.206 0.23
O 8.478 -0.083 -6.013 -0.40
C 9.043 0.339 -5.019 0.65
N 8.903 1.553 -4.622 -0.21
C 10.017 -0.462 -4.168 -1.17
H 9.444 1.725 -3.787 0.19
H 8.272 2.250 -4.988 0.27
H 10.703 -0.962 -4.852 -0.07
H 9.465 -1.221 -3.614 0.34
H 10.751 -0.006 -3.505 0.54
O 9.209 1.297 -8.620 -0.57
C 9.689 2.362 -8.960 0.56
N 10.753 2.443 -9.782 -0.37
C 9.201 3.606 -8.337 -1.11
H 11.055 1.629 -10.299 0.20
H 11.189 3.343 -9.921 0.21
H 8.144 3.341 -8.319 0.25
H 9.303 4.516 -8.928 0.42
H 9.422 3.794 -7.286 0.24
```

* spin multiplicity: 3
* charge: +1
* energy above the lowest of the compared OMol25 structures with the same formula, charge and spin: 177.8 kJ/mol
* highest occupied orbital energy (alpha / beta): -10.32 / -11.14 eV
* gap between HOMO and LUMO (alpha / beta): 7.627 / 9.048 eV
* expectation value of S²: 2.075


(3)
Below is a structure of composition C23H49HfN3P4Se, with properties calculated with ωB97M-V with the def2-TZVPD basis set.

```
81
Properties=species:S:1:pos:R:3:mulliken_charge:R:1
Hf 0.079 -0.035 -0.511 -0.99
P -2.641 -0.197 -0.769 0.73
P 0.088 -2.619 -0.441 1.18
P -0.082 2.522 -0.529 1.07
H 2.373 -0.950 -2.094 0.77
C 2.301 -0.027 -1.495 -1.50
C 2.453 -0.035 -0.047 -0.67
H 2.880 -0.947 0.417 0.47
C -3.410 -0.263 -2.453 -1.45
C -3.591 -1.605 -0.065 -1.30
C -3.687 1.158 -0.116 -1.18
C 1.760 -3.367 -0.381 -1.44
C -0.743 -3.635 0.834 -1.33
C -0.555 -3.347 -1.993 -1.18
C 1.564 3.331 -0.475 -1.34
C -0.961 3.627 0.632 -1.45
C -0.751 3.171 -2.095 -1.03
H 2.557 0.833 -2.128 0.58
H 2.880 0.879 0.398 0.55
H -4.497 -0.393 -2.320 0.57
H -2.993 -1.099 -3.035 0.37
H -3.195 0.642 -3.038 0.36
H -4.666 -1.480 -0.271 0.62
H -3.428 -1.653 1.018 0.34
H -3.240 -2.548 -0.493 0.38
H -4.741 0.948 -0.354 0.61
H -3.384 2.110 -0.564 0.31
H -3.571 1.253 0.970 0.30
H 1.740 -4.402 -0.750 0.52
H 2.086 -3.354 0.665 0.38
H 2.463 -2.775 -0.974 0.37
H -0.714 -4.694 0.550 0.55
H -1.788 -3.337 0.956 0.29
H -0.233 -3.488 1.794 0.48
H -0.215 -4.389 -2.030 0.56
H -0.174 -2.800 -2.865 0.28
H -1.650 -3.302 -1.999 0.34
H 1.492 4.368 -0.829 0.52
H 2.267 2.775 -1.100 0.34
H 1.933 3.319 0.555 0.35
H -0.910 4.667 0.283 0.62
H -0.495 3.569 1.621 0.37
H -2.014 3.350 0.730 0.35
H -0.463 4.227 -2.169 0.57
H -1.844 3.071 -2.096 0.32
H -0.350 2.601 -2.946 0.29
C 1.424 0.114 -5.248 0.89
C 2.815 -0.109 -5.006 0.09
C 3.725 -0.103 -6.080 -0.76
C 3.297 0.146 -7.397 -0.46
C 1.931 0.365 -7.643 -0.70
C 1.006 0.365 -6.585 -0.66
Se -0.041 0.071 -3.882 0.43
H 0.578 -0.139 -2.370 -0.03
H 3.170 -0.281 -3.983 0.29
H 4.794 -0.295 -5.889 0.40
H 4.022 0.170 -8.230 0.42
H 1.569 0.542 -8.673 0.40
H -0.050 0.563 -6.787 0.33
C 1.213 -0.073 5.012 -0.94
N 1.164 1.285 4.386 0.22
C -0.122 1.925 4.748 -0.79
N -1.300 1.129 4.388 0.28
C -1.165 -0.246 5.013 -1.00
N 0.071 -0.930 4.631 0.27
C 0.095 -1.306 3.243 -1.58
P 0.000 0.206 2.088 2.52
C 1.362 1.210 2.933 -1.27
C -1.511 1.006 2.945 -1.10
H 1.148 -0.034 6.120 0.34
H 2.133 -0.544 4.637 0.41
H -0.175 2.900 4.248 0.40
H -0.121 2.011 5.849 0.34
H -2.010 -0.838 4.626 0.39
H -1.126 -0.214 6.122 0.34
H 1.033 -1.833 3.030 0.45
H -0.779 -1.930 3.032 0.39
H 1.376 2.196 2.450 0.47
H 2.337 0.746 2.725 0.48
H -2.404 0.386 2.753 0.50
H -1.694 1.972 2.462 0.39
```

* charge: +4
* energy above the lowest of the compared OMol25 structures with the same formula, charge and spin: 68.9 kJ/mol
* highest occupied orbital energy (alpha / beta): -18.81 / -18.80 eV
* gap between HOMO and LUMO (alpha / beta): 3.291 / 3.286 eV


(4)
Below is a structure of composition C23H49N3P4SeSn, with properties calculated with ωB97M-V with the def2-TZVPD basis set.

```
81
Properties=species:S:1:pos:R:3:mulliken_charge:R:1
Sn 1.053 -0.188 -0.103 0.81
P 1.682 -1.063 2.310 0.84
P 2.912 1.227 -1.146 0.89
P 1.709 -2.722 -0.935 0.54
H -3.250 -1.471 0.288 0.16
C -3.047 -2.531 0.468 -0.34
C -2.675 -2.930 1.709 -0.86
H -2.757 -2.228 2.549 0.39
C 1.070 0.022 3.648 -1.11
C 3.500 -0.938 2.432 -1.30
C 1.079 -2.725 2.712 -1.05
C 2.903 1.893 -2.843 -1.25
C 3.122 2.713 -0.105 -1.17
C 4.484 0.323 -0.997 -1.14
C 0.533 -4.033 -0.423 -0.92
C 3.332 -3.276 -0.265 -1.18
C 1.942 -2.996 -2.722 -1.16
H -3.110 -3.213 -0.394 0.40
H -2.328 -3.944 1.923 0.37
H -0.024 0.168 3.586 0.18
H 1.563 1.007 3.601 0.34
H 1.307 -0.437 4.622 0.64
H 3.842 0.086 2.190 0.37
H 4.021 -1.639 1.761 0.32
H 3.791 -1.160 3.470 0.54
H -0.013 -2.801 2.571 0.11
H 1.305 -2.930 3.765 0.58
H 1.560 -3.502 2.109 0.32
H 3.779 2.548 -2.995 0.47
H 1.976 2.469 -3.006 0.41
H 2.925 1.064 -3.574 0.41
H 4.033 3.254 -0.419 0.61
H 3.208 2.425 0.954 0.34
H 2.242 3.367 -0.227 0.31
H 5.314 0.983 -1.296 0.55
H 4.457 -0.556 -1.658 0.34
H 4.637 -0.015 0.037 0.29
H 0.701 -4.931 -1.042 0.50
H -0.506 -3.698 -0.558 0.06
H 0.660 -4.312 0.629 0.38
H 3.645 -4.182 -0.811 0.52
H 3.287 -3.514 0.809 0.39
H 4.095 -2.497 -0.423 0.28
H 2.140 -4.065 -2.902 0.52
H 2.793 -2.407 -3.096 0.36
H 1.046 -2.697 -3.281 0.35
C -2.365 -0.838 -3.365 0.68
C -3.519 -1.371 -2.825 0.22
C -4.664 -1.524 -3.643 -0.70
C -4.602 -1.214 -5.007 -0.51
C -3.379 -0.808 -5.573 -0.67
C -2.238 -0.640 -4.758 -0.64
Se -0.787 -0.138 -2.143 0.25
H -1.140 -0.285 -0.595 -0.07
H -3.532 -1.659 -1.774 0.11
H -5.593 -1.881 -3.209 0.44
H -5.493 -1.306 -5.631 0.44
H -3.316 -0.615 -6.647 0.40
H -1.261 -0.357 -5.182 0.36
C -1.417 4.748 1.420 -0.94
N -2.264 3.919 0.543 0.20
C -3.376 3.332 1.332 -0.87
N -2.871 2.542 2.475 0.19
C -2.030 3.414 3.327 -0.96
N -0.897 4.005 2.588 0.15
C 0.095 3.014 2.203 -1.26
P -0.650 1.746 1.039 1.35
C -1.488 2.901 -0.165 -1.25
C -2.154 1.324 2.086 -1.16
H -2.011 5.589 1.814 0.34
H -0.569 5.121 0.834 0.41
H -3.968 2.685 0.673 0.37
H -4.004 4.153 1.732 0.32
H -1.646 2.812 4.159 0.39
H -2.657 4.237 3.708 0.35
H 0.954 3.481 1.700 0.41
H 0.470 2.500 3.100 0.52
H -2.148 2.340 -0.844 0.50
H -0.731 3.386 -0.802 0.40
H -1.848 0.765 2.988 0.29
H -2.837 0.673 1.518 0.53
```

* charge: +4
* energy above the lowest of the compared OMol25 structures with the same formula, charge and spin: 112.5 kJ/mol
* highest occupied orbital energy: -18.92 eV
* gap between HOMO and LUMO: 5.074 eV


Results for E_tot: -2229.708270, -3154.852274, -4883.255567, -5049.602089 (in Eh, following the order of the records).